This record from the Open Molecules 2025 dataset describes 10 unconnected molecules or ions with the total composition C72H168F8N6O18P4S8. The level of theory is ωB97M-V with the def2-TZVPD basis set.

ORCA input file:
```
! RIJCOSX wB97M-V def2-TZVPD def2/J DEFGRID3
* xyz 2 1
C -1.173 4.407 -5.066
C -0.288 4.383 -3.808
C 0.386 5.742 -3.548
O 1.369 5.728 -2.539
C 2.619 5.131 -2.752
N -1.095 4.013 -2.592
H -0.952 3.036 -2.377
H -0.853 4.570 -1.785
H -2.098 4.136 -2.605
H -0.548 4.380 -5.958
H -1.875 5.241 -5.077
H -1.816 3.538 -5.209
H 0.454 3.615 -4.029
H -0.334 6.482 -3.199
H 0.809 6.161 -4.461
H 3.323 5.018 -1.928
H 3.177 5.657 -3.526
H 2.497 4.093 -3.060
C -3.794 4.147 1.638
C -3.598 2.788 1.054
C -4.873 1.999 0.652
O -5.575 1.794 1.845
C -6.483 0.716 1.856
N -2.788 3.105 -0.163
H -2.174 3.900 -0.055
H -2.230 2.335 -0.504
H -3.461 3.377 -0.864
H -4.408 4.041 2.533
H -4.343 4.893 1.063
H -2.870 4.664 1.896
H -2.913 2.103 1.553
H -4.501 1.050 0.266
H -5.550 2.528 -0.018
H -6.980 0.596 2.819
H -5.868 -0.157 1.642
H -7.193 0.877 1.045
C -2.764 -6.228 4.807
C -2.734 -5.013 5.793
C -2.914 -3.617 5.211
C -1.608 -3.145 4.595
P -1.482 -1.424 3.947
C -2.628 -1.173 2.476
C -2.313 -1.838 1.124
C -2.756 -3.333 0.896
C -2.311 -3.854 -0.439
C 0.282 -1.013 3.443
C 1.223 -2.185 2.917
C 2.605 -1.796 2.337
C 3.404 -0.940 3.367
C -2.104 -0.312 5.187
C -2.359 1.201 4.777
C -1.248 1.856 3.992
C -1.300 3.413 4.257
H -2.475 -7.101 5.394
H -1.951 -6.080 4.097
H -3.764 -6.187 4.377
H -1.944 -5.020 6.545
H -3.567 -5.155 6.482
H -3.328 -2.961 5.977
H -3.635 -3.744 4.404
H -1.302 -3.775 3.760
H -0.807 -3.099 5.334
H -2.513 -0.103 2.302
H -3.625 -1.272 2.905
H -1.273 -1.743 0.812
H -2.926 -1.187 0.501
H -3.839 -3.399 0.996
H -2.244 -3.936 1.646
H -2.771 -3.205 -1.184
H -2.634 -4.870 -0.666
H -1.240 -3.783 -0.630
H 0.737 -0.422 4.237
H 0.254 -0.336 2.589
H 0.707 -2.622 2.062
H 1.232 -2.936 3.707
H 2.407 -1.243 1.419
H 3.167 -2.688 2.061
H 3.609 -1.373 4.346
H 3.032 0.069 3.540
H 4.444 -0.865 3.052
H -1.504 -0.425 6.090
H -2.949 -0.803 5.669
H -2.672 1.728 5.678
H -3.188 1.252 4.071
H -1.225 1.540 2.949
H -0.278 1.496 4.335
H -2.191 3.975 3.975
H -0.571 3.737 3.515
H -0.858 3.725 5.203
C -8.520 -2.640 -0.578
C -8.124 -2.112 -1.936
C -6.530 -1.931 -2.106
C -6.163 -1.278 -3.421
P -5.528 -2.415 -4.695
C -6.785 -3.676 -4.965
C -6.356 -4.839 -5.988
C -7.512 -5.657 -6.573
C -6.929 -6.573 -7.705
C -4.942 -1.534 -6.249
C -3.891 -0.405 -5.955
C -3.946 0.787 -6.994
C -3.780 0.320 -8.428
C -3.990 -3.134 -3.857
C -2.982 -3.830 -4.864
C -1.761 -4.569 -4.212
C -0.827 -5.220 -5.266
H -7.872 -2.247 0.205
H -8.371 -3.716 -0.670
H -9.556 -2.406 -0.332
H -8.498 -1.101 -2.093
H -8.437 -2.905 -2.616
H -6.082 -2.922 -2.039
H -6.128 -1.310 -1.305
H -5.421 -0.534 -3.132
H -6.953 -0.709 -3.912
H -7.578 -3.045 -5.367
H -7.000 -4.036 -3.959
H -5.644 -5.537 -5.547
H -5.878 -4.420 -6.873
H -8.152 -4.861 -6.953
H -7.991 -6.156 -5.731
H -6.003 -6.991 -7.310
H -6.724 -5.979 -8.596
H -7.628 -7.306 -8.108
H -5.818 -1.001 -6.620
H -4.658 -2.253 -7.017
H -2.868 -0.772 -5.872
H -4.143 -0.077 -4.946
H -3.304 1.628 -6.733
H -4.973 1.152 -6.988
H -2.731 0.390 -8.716
H -4.405 0.873 -9.130
H -4.150 -0.698 -8.544
H -4.274 -3.882 -3.116
H -3.448 -2.372 -3.298
H -2.557 -3.138 -5.590
H -3.476 -4.602 -5.454
H -2.130 -5.275 -3.468
H -1.198 -3.786 -3.704
H -0.428 -4.433 -5.907
H -1.403 -5.906 -5.887
H 0.037 -5.810 -4.961
C 2.348 -3.223 -2.920
C 2.562 -3.095 -1.352
C 3.059 -4.271 -0.652
C 4.664 -4.320 -0.811
P 5.458 -5.814 -0.168
C 7.198 -5.772 -0.760
C 8.117 -6.814 -0.076
C 7.811 -8.310 -0.369
C 8.835 -9.216 0.232
C 5.461 -5.798 1.660
C 5.959 -4.457 2.286
C 6.691 -4.732 3.693
C 5.585 -5.098 4.722
C 4.555 -7.329 -0.711
C 4.583 -7.611 -2.238
C 4.098 -8.962 -2.618
C 3.763 -8.990 -4.106
H 3.253 -3.213 -3.528
H 1.724 -2.371 -3.187
H 1.771 -4.083 -3.260
H 1.554 -2.948 -0.964
H 3.243 -2.284 -1.093
H 2.670 -5.175 -1.121
H 2.798 -4.195 0.403
H 5.239 -3.557 -0.287
H 4.976 -4.325 -1.855
H 7.661 -4.809 -0.543
H 7.246 -5.833 -1.847
H 8.155 -6.633 0.998
H 9.168 -6.540 -0.170
H 7.524 -8.607 -1.378
H 6.866 -8.543 0.121
H 9.204 -8.970 1.227
H 9.762 -9.260 -0.340
H 8.520 -10.254 0.336
H 5.933 -6.682 2.090
H 4.460 -5.897 2.079
H 5.139 -3.758 2.445
H 6.706 -4.104 1.575
H 7.207 -3.800 3.926
H 7.514 -5.446 3.699
H 4.907 -4.287 4.990
H 6.153 -5.274 5.636
H 5.139 -6.048 4.429
H 3.543 -6.977 -0.510
H 4.735 -8.192 -0.070
H 5.555 -7.485 -2.716
H 4.024 -6.795 -2.695
H 3.158 -9.235 -2.138
H 4.881 -9.689 -2.400
H 2.792 -8.591 -4.397
H 3.722 -10.022 -4.454
H 4.393 -8.424 -4.792
C 2.602 9.266 1.477
C 3.666 8.146 1.193
C 4.124 7.483 2.458
C 3.012 7.156 3.540
P 3.365 5.951 4.914
C 2.152 6.530 6.317
C 0.643 6.448 5.947
C -0.246 6.688 7.133
C -0.514 8.160 7.581
C 5.139 6.348 5.391
C 5.451 7.746 5.957
C 5.852 7.739 7.452
C 4.920 7.219 8.573
C 3.121 4.233 4.163
C 3.810 4.077 2.827
C 3.739 2.683 2.244
C 4.151 2.613 0.806
H 2.316 9.834 0.591
H 3.075 10.068 2.044
H 1.681 8.900 1.931
H 4.522 8.499 0.618
H 3.289 7.343 0.560
H 4.980 8.075 2.783
H 4.675 6.605 2.122
H 2.096 6.972 2.978
H 2.779 8.105 4.022
H 2.497 7.531 6.577
H 2.280 6.004 7.263
H 0.440 5.428 5.620
H 0.471 7.148 5.129
H 0.000 6.005 7.945
H -1.235 6.302 6.884
H -1.131 8.305 8.467
H -0.930 8.739 6.756
H 0.461 8.482 7.945
H 5.724 6.081 4.511
H 5.462 5.626 6.142
H 4.650 8.452 5.737
H 6.316 8.150 5.431
H 6.145 8.776 7.619
H 6.659 7.041 7.675
H 5.472 7.473 9.478
H 4.776 6.140 8.518
H 3.974 7.736 8.415
H 2.052 4.024 4.150
H 3.555 3.542 4.885
H 4.868 4.314 2.938
H 3.499 4.847 2.121
H 2.692 2.392 2.322
H 4.258 1.946 2.856
H 4.061 1.615 0.377
H 5.114 3.050 0.541
H 3.399 3.110 0.194
N -4.059 3.929 -2.620
S -5.004 5.071 -2.837
O -6.368 4.967 -2.318
O -4.807 5.870 -4.013
F -4.314 5.974 -1.700
S -4.816 2.891 -3.626
O -5.030 3.316 -5.024
O -5.693 1.915 -3.049
F -3.479 1.965 -3.747
N 1.888 1.216 -7.311
S 0.547 0.827 -7.096
O -0.355 1.639 -6.240
O 0.339 -0.616 -7.215
F 0.198 1.458 -8.557
S 2.377 0.911 -5.707
O 2.387 -0.478 -5.267
O 2.094 1.907 -4.720
F 3.999 1.200 -5.898
N -1.018 1.305 -1.565
S -1.349 -0.179 -2.322
O -1.176 -1.380 -1.553
O -1.226 -0.209 -3.809
F -3.002 0.003 -2.234
S 0.420 0.879 -1.274
O 1.379 0.457 -2.310
O 0.602 0.335 0.048
F 1.060 2.341 -0.913
N -1.044 5.343 -0.079
S -1.091 6.958 0.024
O 0.071 7.740 -0.335
O -1.964 7.388 1.090
F -2.064 7.208 -1.355
S 0.092 5.204 0.843
O 0.119 5.724 2.288
O 1.431 5.279 0.297
F -0.011 3.601 1.080
*
```

Values from the calculation:
- HOMO energy (eV) = -11.217
- molecular weight (g mol⁻¹) = 1938.58
- total energy (Eh) = -9875.93918
- frontier orbital gap (Eh) = 0.280
- max |F| (Eh/bohr) = 0.27470